{"formula": "C19H38N4O5S2SbSi3V", "method": "the ωB97M-V functional and the def2-TZVPD basis", "elements": ["V", "O", "C", "O", "C", "O", "C", "C", "O", "O", "H", "H", "H", "H", "H", "N", "C", "N", "C", "C", "S", "C", "C", "S", "C", "N", "N", "H", "H", "H", "H", "H", "H", "C", "Si", "C", "C", "Sb", "Si", "C", "C", "C", "Si", "C", "C", "C", "H", "H", "H", "H", "H", "H", "H", "H", "H", "H", "H", "H", "H", "H", "H", "H", "H", "H", "H", "H", "H", "H", "H", "H", "H", "H", "H"], "positions_angstrom": [[0.274080, 0.239036, 0.691820], [3.951430, 1.415081, 1.661773], [2.890109, 1.016943, 1.017468], [1.882890, 0.620201, 1.592480], [2.972238, 1.118586, -0.478107], [1.640242, 1.176079, -0.978549], [1.399957, 0.318688, -2.094693], [0.816000, -1.294787, -0.412737], [-0.324690, -1.820114, -1.233798], [1.473888, -2.269411, 1.745390], [3.844060, 1.255768, 2.614339], [3.524227, 2.014128, -0.766687], [3.492838, 0.229644, -0.849889], [0.373241, 0.526871, -2.409161], [2.086123, 0.552291, -2.912913], [-2.885010, -0.552876, 2.081332], [-1.833212, -1.343212, 2.348988], [-0.616559, -1.144543, 1.885503], [0.205385, -2.211929, 2.245734], [-0.347744, -3.156723, 3.022719], [-2.005080, -2.769534, 3.323316], [1.411491, -2.438107, 0.340371], [1.708475, -3.576250, -0.272222], [1.433749, -3.722093, -1.992552], [0.628325, -2.008368, -2.242655], [1.597689, -1.060296, -1.677690], [0.162536, -1.802837, -3.551090], [-2.726355, 0.334653, 1.634018], [-3.744099, -0.691746, 2.583169], [0.113040, -4.050008, 3.406570], [2.099385, -4.462789, 0.210910], [0.849106, -2.066461, -4.246713], [-0.710357, -2.290223, -3.711770], [-2.011628, 2.180592, 3.973294], [-0.909104, 3.314946, 2.939538], [0.875050, 3.073049, 3.505559], [-1.394376, 5.125725, 3.109856], [-1.130056, 2.458016, 0.487237], [-3.567470, 3.017209, -0.225713], [-4.712379, 1.590028, 0.252526], [-4.209999, 4.591500, 0.579008], [-3.455975, 3.156761, -2.101820], [0.088530, 4.398665, -0.762759], [0.326090, 3.930023, -2.576036], [-0.896207, 6.005556, -0.662470], [1.753667, 4.627807, 0.111785], [-2.001898, 2.477154, 5.024848], [-1.639175, 1.156157, 3.914384], [-3.049115, 2.197491, 3.633551], [1.028779, 3.504545, 4.497331], [1.582662, 3.548912, 2.823550], [1.107075, 2.009539, 3.563883], [-1.473692, 5.400152, 4.164084], [-2.353629, 5.334185, 2.634836], [-0.640043, 5.769533, 2.653317], [-4.869798, 1.559990, 1.333733], [-4.327645, 0.625929, -0.084159], [-5.691149, 1.730723, -0.211777], [-4.290480, 4.476628, 1.661458], [-5.206355, 4.824974, 0.195756], [-3.565547, 5.446910, 0.372634], [-2.832678, 2.354924, -2.503641], [-3.018891, 4.110072, -2.405279], [-4.441000, 3.079786, -2.566393], [-0.610765, 4.016258, -3.129154], [0.687818, 2.907114, -2.679683], [1.051349, 4.593013, -3.054146], [-1.862862, 5.909028, -1.159520], [-0.347228, 6.809539, -1.159298], [-1.071591, 6.311731, 0.370272], [2.149146, 3.680374, 0.482323], [1.647391, 5.302683, 0.963472], [2.498074, 5.059803, -0.560925]], "atomic_forces_ev_per_a": [[-1.79, -0.06, -0.80], [0.20, -0.20, -0.07], [0.21, 0.29, -0.10], [1.99, 0.79, 1.37], [-0.23, 0.05, -0.22], [0.24, -0.07, 0.35], [-0.19, -0.38, -0.41], [0.44, -0.55, -0.90], [-0.17, -0.11, -0.26], [-0.14, 0.03, -0.13], [-0.03, 0.03, 0.05], [0.05, 0.00, 0.04], [0.03, -0.02, 0.06], [0.02, 0.10, 0.07], [-0.02, 0.12, 0.04], [-0.06, -0.11, 0.12], [-0.06, -0.28, 0.28], [-0.35, -0.46, 0.56], [-0.10, -0.51, 0.21], [0.18, 0.09, 0.03], [-0.01, 0.26, -0.16], [-0.17, -0.07, -0.21], [0.15, 0.03, 0.12], [-0.18, 0.28, -0.24], [0.48, -0.52, 0.27], [0.12, 0.11, 0.13], [-0.05, 0.19, -0.07], [0.07, 0.05, -0.08], [-0.03, 0.06, -0.02], [-0.01, 0.00, -0.05], [-0.08, 0.05, 0.13], [-0.04, -0.09, -0.02], [0.02, -0.03, 0.00], [0.16, 0.24, -0.14], [-0.08, -0.06, 0.23], [-0.16, 0.03, -0.16], [0.03, -0.25, -0.15], [-0.47, 1.37, -0.13], [-0.22, -0.12, 0.01], [0.24, 0.19, -0.08], [0.17, -0.13, -0.11], [0.05, -0.01, 0.23], [-0.02, 0.09, -0.06], [-0.04, -0.02, 0.25], [0.14, -0.25, 0.02], [-0.20, -0.08, -0.12], [0.03, 0.05, -0.01], [-0.04, -0.02, 0.00], [-0.01, -0.02, 0.00], [-0.09, 0.03, 0.01], [0.00, 0.00, 0.01], [0.02, -0.04, 0.01], [0.03, -0.05, 0.03], [0.03, 0.02, 0.01], [-0.01, 0.01, 0.00], [0.01, -0.03, 0.00], [-0.01, -0.02, 0.01], [0.00, 0.06, -0.01], [-0.01, -0.02, -0.01], [-0.01, -0.04, -0.03], [-0.01, -0.01, 0.02], [-0.02, 0.00, -0.03], [0.02, -0.02, 0.01], [-0.03, 0.01, 0.06], [-0.01, -0.03, 0.03], [0.01, 0.03, -0.01], [0.00, 0.05, 0.05], [0.02, 0.02, -0.01], [0.02, -0.02, -0.02], [-0.01, -0.02, -0.02], [0.01, 0.01, 0.00], [0.00, -0.03, 0.03], [-0.04, 0.02, -0.03]], "lumo_ev": [-2.477, -2.426], "total_energy_ha": -4190.914505, "spin_multiplicity": 2, "homo_ev": [-9.409, -8.820], "total_charge": 1, "de_lowest_kcal_mol": 132.64, "largest_force_ev_per_a": 2.55}


{"formula": "C19H39B2Cl3NO7", "method": "the ωB97M-V functional and the def2-TZVPD basis", "elements": ["C", "O", "C", "C", "C", "B", "C", "C", "C", "O", "O", "C", "Cl", "C", "B", "O", "O", "C", "C", "C", "C", "C", "C", "N", "C", "O", "C", "O", "H", "H", "H", "H", "H", "H", "H", "H", "H", "H", "H", "H", "H", "H", "H", "H", "H", "H", "H", "H", "H", "H", "H", "H", "H", "H", "H", "H", "H", "H", "H", "H", "H", "H", "H", "Cl", "C", "C", "Cl", "H", "H", "H", "H"], "positions_angstrom": [[3.485279, -0.235614, 1.724605], [3.391743, -1.637499, 1.630370], [2.702060, -2.065014, 0.464690], [1.571693, -3.004730, 0.865501], [0.274157, -2.231192, 1.108942], [-0.437701, -1.541543, -0.185458], [0.013950, -2.159858, -1.635304], [-0.487771, -3.581514, -1.873162], [-1.912664, -3.789432, -2.179092], [-1.369016, -4.166049, -0.915214], [-1.917957, -1.337217, -0.092360], [-2.242784, -0.061646, 0.237023], [-2.215125, -0.002679, 2.117712], [-3.667292, 0.200787, -0.273595], [-4.715399, -0.130699, 0.850612], [-5.163774, -1.421374, 1.050552], [-5.238986, 0.888619, 1.646443], [-1.039395, 0.776688, -0.357164], [-1.351549, 1.058510, -1.842256], [-0.237373, 1.770713, -2.612048], [1.040912, 0.951808, -2.802935], [2.289119, 1.817487, -2.957181], [3.581341, 0.993741, -2.850673], [4.515717, 1.623663, -1.910962], [-0.860672, 2.091670, 0.412448], [-2.095398, 2.705998, 0.749823], [-2.410070, 3.878687, 0.047471], [0.031589, -0.051795, -0.130243], [2.596822, 0.252730, 1.322655], [4.365498, 0.158154, 1.198886], [3.594377, 0.011389, 2.778474], [3.383791, -2.537193, -0.252253], [2.277848, -1.194900, -0.040334], [1.449346, -3.821370, 0.151752], [1.870959, -3.476642, 1.805266], [0.532117, -1.396548, 1.770789], [-0.434878, -2.844533, 1.669713], [-0.355141, -1.551554, -2.461981], [1.101538, -2.206101, -1.725053], [0.212684, -4.265934, -2.337230], [-2.547442, -2.912740, -2.137476], [-2.206443, -4.643330, -2.778580], [-3.776974, -0.428921, -1.151090], [-3.779421, 1.245632, -0.548400], [-6.104338, -1.425718, 1.257088], [-4.938951, 0.758833, 2.553041], [-2.230815, 1.703608, -1.869741], [-1.641084, 0.142715, -2.354302], [-0.629272, 2.017581, -3.602310], [0.020478, 2.722037, -2.146820], [1.199694, 0.292175, -1.956877], [0.958185, 0.336023, -3.701457], [2.279998, 2.339568, -3.915306], [2.316138, 2.569635, -2.166906], [4.082443, 0.952528, -3.816433], [3.323702, -0.025768, -2.546800], [5.351512, 1.062884, -1.808888], [4.090230, 1.689877, -0.994063], [-0.237831, 2.797669, -0.139354], [-0.326544, 1.850994, 1.329343], [-3.050688, 4.486795, 0.684417], [-1.517838, 4.461960, -0.191350], [-2.968864, 3.664576, -0.869369], [2.210236, 0.727697, 6.389609], [0.613832, 0.738391, 5.584434], [0.719427, 0.597652, 4.090350], [1.452965, 2.028836, 3.324804], [0.116183, 1.664109, 5.860337], [0.051466, -0.101850, 5.986891], [-0.275301, 0.485700, 3.659742], [1.315723, -0.267161, 3.806236]], "atomic_forces_ev_per_a": [[0.27, -0.04, 0.14], [0.00, 0.20, -0.09], [-0.27, -0.29, -0.32], [-0.17, -0.01, 0.33], [-0.21, -0.12, -0.04], [0.90, 1.04, 0.16], [-0.39, -1.03, 0.11], [-0.38, 0.87, -0.38], [0.46, -0.19, 0.38], [0.17, -0.20, 0.09], [-0.13, -0.15, 0.03], [0.38, -1.09, -1.64], [-0.11, 0.26, 0.54], [0.03, 0.29, 0.60], [0.00, -0.15, 0.22], [-0.21, 0.00, -0.67], [0.03, 0.10, -0.12], [-1.04, 0.38, 0.69], [0.03, 0.36, 0.07], [0.06, -0.41, -0.29], [0.32, 0.29, -0.17], [0.14, -0.28, -0.03], [0.00, 0.20, 0.19], [0.08, 0.16, -0.10], [0.25, -0.25, 0.09], [0.05, 0.23, 0.00], [-0.16, -0.08, 0.11], [0.37, -0.21, -0.25], [-0.12, 0.04, 0.07], [0.05, -0.03, -0.11], [-0.01, 0.11, 0.08], [0.28, -0.06, 0.17], [-0.04, 0.05, -0.07], [-0.08, 0.07, -0.21], [0.22, -0.12, -0.03], [-0.06, -0.01, 0.14], [-0.08, -0.14, -0.07], [0.07, 0.12, -0.04], [0.10, 0.28, 0.08], [0.08, -0.34, 0.14], [-0.21, -0.05, -0.08], [-0.21, 0.11, -0.19], [-0.04, -0.03, -0.09], [-0.03, 0.13, 0.03], [0.18, -0.01, 0.50], [-0.20, 0.03, 0.00], [-0.07, 0.06, -0.04], [0.09, -0.16, 0.02], [-0.05, 0.18, -0.04], [-0.07, 0.07, 0.13], [-0.14, -0.07, 0.10], [-0.12, -0.24, 0.05], [-0.08, 0.24, 0.03], [-0.07, 0.12, 0.02], [0.03, -0.16, -0.10], [-0.01, -0.12, -0.09], [0.02, -0.05, 0.04], [-0.03, -0.06, 0.05], [0.09, 0.02, -0.08], [-0.13, -0.01, 0.05], [-0.06, 0.03, 0.07], [0.07, 0.03, -0.10], [0.08, 0.02, -0.18], [0.05, 0.02, 0.05], [-0.09, 0.01, -0.05], [-0.06, -0.17, -0.08], [0.07, 0.21, 0.16], [0.04, 0.03, 0.01], [0.02, -0.03, -0.02], [0.06, 0.02, 0.00], [0.03, 0.01, 0.00]], "lumo_ev": 2.575, "total_energy_ha": -2759.247169, "spin_multiplicity": 1, "homo_ev": -5.107, "total_charge": -1, "de_lowest_kcal_mol": 0.00, "largest_force_ev_per_a": 2.01}


{"formula": "C19H39FO6Si2", "method": "the ωB97M-V functional and the def2-TZVPD basis", "elements": ["C", "C", "C", "O", "C", "Si", "C", "C", "C", "F", "O", "Si", "C", "C", "C", "C", "H", "H", "H", "H", "H", "H", "H", "H", "H", "H", "H", "H", "H", "H", "H", "H", "H", "H", "H", "H", "H", "H", "H", "H", "H", "H", "H", "O", "C", "O", "C", "C", "C", "H", "H", "H", "H", "H", "H", "O", "C", "O", "C", "C", "C", "H", "H", "H", "H", "H", "H"], "positions_angstrom": [[-0.286494, -3.747252, 0.520573], [0.011959, -2.754925, -0.597116], [-1.178370, -1.852443, -0.873942], [-1.003145, -0.991313, -1.984844], [0.090474, -0.088715, -1.836306], [-0.245409, 1.391990, -2.949085], [1.190233, 2.618583, -2.969964], [2.557630, 2.118892, -2.468388], [2.609080, 1.856980, -0.964959], [2.884347, 0.511500, -0.694964], [-1.640762, 2.205431, -2.555806], [-1.944748, 2.737920, -1.006092], [-3.473430, 1.906486, -0.239814], [-3.176260, 1.551795, 1.236479], [-3.915055, 0.722800, -1.129397], [-4.955072, -0.209686, -0.504472], [-1.091901, -4.432229, 0.253789], [0.605219, -4.325201, 0.756287], [-0.589090, -3.218780, 1.430440], [0.243620, -3.294269, -1.519272], [0.890026, -2.164572, -0.325812], [-2.044007, -2.475489, -1.114834], [-1.434089, -1.266902, 0.023278], [1.023703, -0.563093, -2.171210], [0.244985, 0.175014, -0.784776], [-0.428886, 0.853945, -4.314923], [1.297102, 2.946915, -4.008058], [0.922584, 3.518486, -2.407404], [3.307687, 2.879358, -2.701973], [2.875079, 1.213408, -2.989283], [3.395499, 2.437307, -0.479494], [1.661982, 2.105632, -0.478673], [-2.081462, 4.206587, -1.011807], [-0.749760, 2.410616, -0.187532], [-4.249633, 2.673796, -0.278791], [-3.452839, 0.526208, 1.478054], [-3.745671, 2.200108, 1.905581], [-2.123230, 1.668813, 1.502757], [-3.065412, 0.125145, -1.462776], [-4.348834, 1.148417, -2.038792], [-5.778728, 0.343722, -0.048678], [-4.507286, -0.831700, 0.274104], [-5.353012, -0.897057, -1.251930], [1.851522, -6.610537, -0.537469], [2.844629, -5.951388, -0.614602], [2.812605, -4.613140, -0.829089], [4.145309, -4.090657, -0.958306], [5.042096, -5.104689, -0.256041], [4.286795, -6.408967, -0.499584], [4.375636, -4.001138, -2.022147], [4.165441, -3.101303, -0.507728], [6.061590, -5.099940, -0.635677], [5.075987, -4.889755, 0.812866], [4.566610, -6.878082, -1.444589], [4.387243, -7.138270, 0.299113], [-1.704991, 4.576183, 1.657586], [-1.212760, 4.234482, 2.692067], [-0.217570, 3.316521, 2.748830], [0.112393, 3.017982, 4.116129], [-0.360308, 4.227988, 4.914972], [-1.561868, 4.690810, 4.094581], [-0.411264, 2.102997, 4.401555], [1.184157, 2.845863, 4.175139], [-0.592096, 3.985354, 5.949730], [0.411446, 4.998751, 4.910486], [-2.482822, 4.184624, 4.390404], [-1.728403, 5.764083, 4.111602]], "atomic_forces_ev_per_a": [[0.05, 0.23, 0.14], [-0.12, -0.11, -0.06], [0.00, -0.22, 0.05], [-0.01, 0.11, 0.07], [0.01, -0.08, -0.16], [-0.23, 0.20, -0.29], [0.19, -0.17, 0.06], [0.02, 0.28, 0.00], [-0.01, 0.13, 0.02], [0.00, -0.03, 0.02], [0.33, -0.21, 0.36], [-0.31, 0.18, 0.14], [0.59, -0.05, -0.27], [-0.13, 0.11, 0.07], [-0.35, 0.03, 0.01], [0.24, -0.03, 0.14], [0.04, -0.04, -0.04], [-0.08, -0.12, -0.03], [-0.01, -0.02, -0.02], [0.12, 0.02, 0.04], [0.00, 0.03, -0.06], [-0.03, 0.08, -0.01], [0.05, 0.06, -0.02], [0.02, 0.01, 0.09], [-0.06, 0.07, 0.04], [-0.02, 0.01, 0.00], [-0.03, 0.02, 0.00], [-0.11, -0.04, 0.03], [0.03, -0.07, -0.06], [-0.04, -0.06, 0.05], [0.03, -0.05, -0.03], [-0.02, -0.10, -0.02], [-0.03, 0.01, -0.21], [0.06, -0.08, -0.03], [-0.16, -0.09, 0.11], [-0.03, -0.03, -0.04], [0.04, -0.02, 0.02], [0.01, -0.03, -0.04], [0.07, 0.03, 0.04], [0.12, -0.02, -0.04], [-0.05, 0.00, -0.07], [-0.06, 0.02, 0.02], [-0.07, 0.07, -0.03], [-0.02, 0.03, 0.00], [0.01, -0.09, 0.01], [-0.01, 0.02, -0.01], [0.05, 0.04, 0.00], [-0.02, -0.07, 0.02], [0.08, 0.20, 0.09], [0.01, -0.01, 0.00], [-0.06, 0.00, -0.01], [-0.02, 0.00, -0.04], [0.01, 0.01, -0.01], [0.00, -0.04, 0.00], [-0.04, -0.08, -0.06], [0.00, 0.00, 0.03], [-0.09, -0.01, -0.04], [0.03, -0.01, 0.00], [0.01, -0.01, 0.06], [-0.05, 0.05, -0.02], [0.22, -0.02, 0.09], [-0.01, 0.01, 0.01], [0.00, -0.01, -0.05], [-0.02, -0.03, -0.01], [0.01, -0.01, 0.01], [-0.03, 0.02, -0.01], [-0.10, -0.01, -0.04]], "lumo_ev": 0.618, "total_energy_ha": -1877.734596, "spin_multiplicity": 1, "homo_ev": -9.119, "total_charge": 0, "largest_force_ev_per_a": 0.65}